1.
Below is a cluster of 2 separate species, C2H9N2O in total, with properties calculated with ωB97M-V/def2-TZVPD.

The orbital gap comes out at 7.5 eV. The energy above the lowest of the compared OMol25 structures with the same formula, charge and spin comes out at 14.58 kcal/mol. The value obtained for the HOMO energy is -0.1035 hartree. As for the total energy: -266.3213 a.u. Its total charge is -1.

```
14
C2H9N2O | the OMol25 dataset | ωB97M-V/def2-TZVPD
H -2.36271 0.84053 0.70830
H -2.13057 -1.47410 0.08149
N -1.49809 -1.11762 0.78330
C 2.29125 0.43616 -0.38269
N -0.91132 0.68262 -0.71669
C -1.40858 0.31231 0.63732
O 1.30026 -0.51669 -0.35372
H 2.47605 0.74547 -1.42677
H -0.57758 -1.43484 0.51369
H 3.27128 0.06836 0.00268
H 0.14491 0.15569 -0.74887
H 2.13617 1.32234 0.27480
H -0.70504 0.68382 1.39463
H -0.61312 1.66095 -0.70548
```

---

2.
Below is a structure of composition C9H17Br12NO2, with properties calculated with ωB97M-V/def2-TZVPD.

The orbital gap comes out at 8.5 eV. The value obtained for the HOMO energy is -0.3251 hartree. As for the total energy: -31446.3934 a.u.

```
41
C9H17Br12NO2 | the OMol25 dataset | ωB97M-V/def2-TZVPD
Br -4.89306 3.89892 -2.80726
C -3.43422 -2.98303 -0.94813
Br -5.03874 -1.91616 -1.02723
H 1.82517 2.50636 -0.26919
N -0.87770 2.13076 1.06470
C 0.53211 0.74268 -0.32696
H -1.61180 2.16392 1.76147
H 1.31244 -1.24682 0.95602
H 1.64822 -2.26948 -0.43825
H -1.23364 2.46659 0.17030
H -3.71840 -4.00455 -1.15993
C -5.18449 2.32149 -1.73482
H 0.10333 1.39345 -1.10986
O 0.74400 -0.52079 -0.96725
Br 0.21526 -2.09219 3.91017
Br 2.83005 -0.66665 -2.36745
H 0.06044 0.42772 1.74930
C 2.83082 -0.64389 -4.29890
H 3.99183 -0.79856 0.41614
H 1.79164 1.68180 1.27663
Br 2.98998 -1.16995 5.19626
C 0.90507 -1.56956 -0.00997
H -5.20725 1.47717 -2.41095
O 3.05899 0.91765 -0.20678
Br -3.73077 2.01768 -0.50056
C 3.70004 0.18037 0.83611
Br 3.27310 1.10571 -4.98881
H -1.35611 0.05414 0.67112
Br -2.65640 -2.95818 0.81853
H 3.60253 -1.32148 -4.63813
H 2.98032 -0.02845 1.64243
Br 0.75868 1.00585 4.48909
C -0.48909 0.71356 0.83594
H -0.03175 -2.13589 0.06164
Br -2.15376 -2.45524 -2.29276
Br -6.88980 2.36982 -0.83127
C 1.84345 1.50204 0.18761
H 4.57746 0.72526 1.21777
Br 1.15479 -1.29189 -5.02094
C 1.09962 -0.80958 5.05239
H 0.67762 -0.92058 6.04175
```

---

3.
Below is a cluster of 2 separate species, C3H12P2Si in total, with properties calculated with ωB97M-V/def2-TZVPD.

The orbital gap (spin up / spin down) comes out at 7.1 / 7.1 eV. The energy above the lowest of the compared OMol25 structures with the same formula, charge and spin comes out at 75.33 kcal/mol. The value obtained for the HOMO energy (spin up / spin down) is -0.3012 / -0.3012 hartree. As for the total energy: -1093.5488 a.u.

```
18
C3H12P2Si | the OMol25 dataset | ωB97M-V/def2-TZVPD
P -0.96238 1.51505 0.34439
H -0.45356 -2.40997 -1.49872
H -0.81479 -2.29995 1.82736
C -0.30164 -1.46267 1.97203
H -1.78353 -1.76331 -0.53100
H -1.07680 -0.72158 2.37806
H 2.62184 -0.31393 0.31658
H 0.48419 -1.57960 2.72349
H -1.06703 2.53287 -2.44488
H -0.84681 3.83782 -0.80778
C 1.81927 -0.09980 -0.44112
Si 0.13536 -0.50626 0.34400
P -0.20086 2.68583 -1.26577
C -0.89385 -1.56902 -0.92245
H 1.91488 -0.81845 -1.23595
H 0.59314 2.76526 1.49711
H 1.85935 1.05311 -0.57965
H -1.02679 -0.84540 -1.67571
```

---

4.
Below is a cluster of 2 separate species, ClF2NS in total, with properties calculated with ωB97M-V/def2-TZVPD.

The orbital gap (spin up / spin down) comes out at 5.7 / 5.6 eV. The energy above the lowest of the compared OMol25 structures with the same formula, charge and spin comes out at 65.06 kcal/mol. The value obtained for the HOMO energy (spin up / spin down) is -0.4144 / -0.4112 hartree. As for the total energy: -1112.6497 a.u.

```
5
ClF2NS | the OMol25 dataset | ωB97M-V/def2-TZVPD
Cl -1.68222 0.36919 -2.39308
N -0.01201 -0.10576 1.61169
S -0.29500 0.07855 0.18874
F 0.31926 -1.20220 -0.79282
F 0.80941 1.16520 -0.25408
```

---

5.
Below is a structure of composition C28H44F4IrN2Si, with properties calculated with ωB97M-V/def2-TZVPD.

The spin multiplicity is 2. The orbital gap (spin up / spin down) comes out at 8.0 / 6.3 eV. The energy above the lowest of the compared OMol25 structures with the same formula, charge and spin comes out at 27.87 kcal/mol. The value obtained for the HOMO energy (spin up / spin down) is -0.5345 / -0.5421 hartree. As for the total energy: -1995.5239 a.u. Its total charge is +2.

```
80
C28H44F4IrN2Si | the OMol25 dataset | ωB97M-V/def2-TZVPD
C -2.85856 -2.06682 2.02224
C 2.02156 -1.43576 -2.16921
H 1.19780 -2.76822 -3.71526
H -1.40175 -0.34414 -4.59416
H 0.93713 3.73155 2.36922
N 1.29184 0.59821 0.91228
C 3.02220 -1.47420 3.47290
H 4.16599 -1.22385 -2.08881
C 3.28461 -0.58371 -2.00381
H -2.79152 2.38597 -1.05877
F 4.05323 -1.39970 4.29251
H -3.31131 -0.50701 -2.09750
N -0.17318 2.52972 -0.12800
H -1.47114 -2.49936 -0.81247
C -3.18863 -1.00097 1.20049
C 2.03430 -2.08254 -3.57283
H -2.65161 4.09235 -0.63584
H -1.89989 -2.68752 3.83279
C -1.48170 -1.29210 -4.06433
Ir -0.38171 0.47181 0.02794
H -0.62196 3.66071 3.14304
F 3.55014 0.67976 2.72203
C -1.52463 -2.50992 -1.90125
H -0.65385 0.67791 4.95755
C -2.29893 3.32245 -1.31704
H 1.11619 -3.12717 -1.08402
H -0.17044 -1.02473 4.96007
C 1.66480 -0.40741 1.77956
H -1.92977 1.51183 3.10628
H -0.77232 -1.99004 -4.50687
H -0.43492 2.65493 -2.20378
H -0.34194 4.20342 -1.37986
C 1.31132 2.72037 -0.21984
C 2.05212 1.83878 0.77044
H -1.67361 -0.53513 5.72125
H -0.13040 1.61919 -3.66601
H 1.56926 1.72120 -3.16484
C -2.28862 -0.12323 -2.03454
H -2.23155 0.12428 -0.92798
H -3.16739 -3.06979 1.75924
C -2.82147 0.29288 1.57218
H 3.05450 1.61892 0.39616
H -2.52715 -2.84941 -2.17591
C -1.01917 -0.34447 4.86977
C -0.78392 3.20405 -1.33388
H -3.21654 1.14082 1.02035
H 1.58956 2.44523 -1.23643
H 3.32832 -0.10833 -1.02092
C 2.75903 -0.38434 2.65473
H 3.37361 0.18768 -2.76961
H 1.04876 0.53156 -4.33366
C 1.16675 -2.66558 2.57316
C 2.05309 -2.57420 -1.14676
H -2.48448 -1.68769 -4.24754
Si 0.46420 -0.33898 -2.17588
C -2.12676 0.50459 2.76604
C 0.75492 1.04140 -3.41211
H -1.75547 2.83029 1.20808
C -1.26169 -1.14784 -2.54574
H 2.95094 -2.66847 -3.67007
C 2.24002 -2.61443 3.44826
H 2.03183 -1.35714 -4.38610
H 2.83115 -3.28517 -1.43348
H -2.24108 0.81705 -2.57855
H 2.31968 -2.21362 -0.15711
H 2.47353 -3.45384 4.08925
C -1.75676 -0.56372 3.57925
H 2.17548 2.30217 1.74683
H -2.63233 3.60466 -2.31497
C 0.89508 -1.57994 1.78091
F -0.11645 -1.66109 0.84982
C -0.75171 3.23098 1.08683
C 0.00594 3.16953 2.39825
H -0.82116 -3.25826 -2.26478
F 0.41248 -3.74901 2.47726
H 1.55500 3.77458 -0.07208
H 0.19158 2.15411 2.74884
H -0.85903 4.28066 0.80656
C -2.14399 -1.84781 3.19277
H -3.77746 -1.16891 0.30747
```